Record 1
C38H38F5N3P2RhSeSi2 | the ωB97M-V functional and the def2-TZVPD basis

Calculated values
Net charge: -1
Orbital gap (alpha / beta) in eV: 6.497 / 6.247
Multiplicity: 5
Expectation value of S²: 6.02
LUMO (alpha / beta) in eV: 2.4 / 0.9

Positions of all 90 atoms, in Å:
Rh1 1.116 0.341 -1.068
C1 -3.148 -1.963 -2.868
Si1 -1.726 -2.667 -1.881
C2 -2.422 -4.167 -0.971
C3 -0.418 -3.350 -3.006
N1 -1.126 -1.401 -0.894
P1 -0.480 -1.380 0.521
C4 0.286 0.158 0.883
P2 -0.517 1.676 0.471
N2 -0.751 1.958 -1.054
Si2 -0.472 2.958 -2.420
C5 -0.695 1.885 -3.932
C6 1.149 3.862 -2.496
C7 -1.791 4.310 -2.406
C8 -2.157 1.691 1.278
C9 -3.303 1.902 0.524
C10 -4.550 1.938 1.146
C11 -4.648 1.753 2.517
C12 -3.502 1.523 3.275
C13 -2.261 1.488 2.656
C14 0.332 3.001 1.373
C15 -0.098 4.312 1.155
C16 0.498 5.364 1.832
C17 1.525 5.110 2.737
C18 1.953 3.809 2.960
C19 1.359 2.753 2.277
C20 0.794 -2.669 0.827
C21 2.142 -2.450 0.535
C22 3.071 -3.477 0.641
C23 2.666 -4.742 1.043
C24 1.331 -4.976 1.344
C25 0.404 -3.947 1.241
C26 -1.709 -1.748 1.836
C27 -1.300 -1.964 3.152
C28 -2.234 -2.168 4.159
C29 -3.592 -2.136 3.864
C30 -4.010 -1.889 2.565
C31 -3.071 -1.692 1.555
H1 -3.475 -2.666 -3.649
H2 -2.864 -1.018 -3.348
H3 -4.005 -1.765 -2.209
H4 -3.120 -4.695 -1.636
H5 -2.967 -3.907 -0.056
H6 -1.621 -4.867 -0.704
H7 -0.843 -4.058 -3.733
H8 0.330 -3.883 -2.405
H9 0.103 -2.555 -3.546
H10 0.248 1.738 -4.472
H11 -1.425 2.320 -4.627
H12 -1.050 0.900 -3.616
H13 1.968 3.215 -2.812
H14 1.409 4.278 -1.517
H15 1.061 4.693 -3.208
H16 -2.693 3.987 -1.867
H17 -2.087 4.574 -3.431
H18 -1.412 5.223 -1.924
H19 -3.200 2.023 -0.548
H20 -5.445 2.103 0.555
H21 -5.621 1.776 3.000
H22 -3.582 1.360 4.345
H23 -1.362 1.296 3.234
H24 -0.904 4.498 0.449
H25 0.169 6.381 1.653
H26 1.994 5.932 3.265
H27 2.760 3.615 3.657
H28 1.700 1.736 2.426
H29 2.480 -1.475 0.240
H30 4.113 -3.285 0.412
H31 3.390 -5.545 1.122
H32 1.010 -5.962 1.659
H33 -0.636 -4.140 1.474
H34 -0.239 -1.978 3.385
H35 -1.904 -2.346 5.176
H36 -4.322 -2.292 4.650
H37 -5.068 -1.839 2.334
H38 -3.384 -1.477 0.539
F1 7.830 -1.912 -1.558
C32 6.782 -1.128 -1.330
C33 6.162 -1.146 -0.105
F2 6.617 -1.960 0.853
C34 5.074 -0.325 0.123
F3 4.521 -0.383 1.337
C35 4.575 0.530 -0.840
Se1 3.119 1.706 -0.499
C36 5.219 0.516 -2.068
F4 4.820 1.298 -3.058
C37 6.313 -0.296 -2.316
F5 6.920 -0.282 -3.502
N3 2.131 -0.973 -3.847
C38 1.771 -0.548 -2.827

Mulliken atomic charge list, values in e, 2 entries: number 1, Rh, carries 0.59; number 2, C, carries -1.01

Record 2
C38H38FeN5O2Sb2Se2 | the ωB97M-V functional and the def2-TZVPD basis

Calculated values
Net charge: +2
Orbital gap (alpha / beta) in eV: 6.150 / 3.891
Multiplicity: 6
Expectation value of S²: 8.77
Energy relative to the best compared isomer or geometry (same formula, charge and spin) in eV: 1.9525
LUMO (alpha / beta) in eV: -6.0 / -8.3

Positions of all 88 atoms, in Å:
Fe1 0.339 -1.030 -0.549
O1 -5.704 -4.602 -0.490
C1 -5.177 -4.519 0.590
O2 -5.236 -4.940 1.713
C2 -3.906 -3.460 0.467
C3 -3.915 -2.516 -0.534
C4 -2.781 -1.720 -0.699
N1 -1.743 -1.819 0.135
C5 -1.777 -2.689 1.144
C6 -2.837 -3.582 1.321
C7 -0.637 -2.662 2.066
C8 -0.758 -3.120 3.378
C9 0.346 -3.077 4.212
C10 1.544 -2.604 3.696
C11 1.568 -2.156 2.389
N2 0.508 -2.154 1.586
C12 -2.641 -0.778 -1.822
C13 -3.669 -0.550 -2.740
C14 -3.423 0.226 -3.862
C15 -2.154 0.757 -4.039
C16 -1.205 0.520 -3.058
N3 -1.430 -0.210 -1.974
H1 -4.773 -2.448 -1.179
H2 -2.831 -4.342 2.085
H3 -1.703 -3.483 3.743
H4 0.274 -3.411 5.233
H5 2.438 -2.570 4.295
H6 2.497 -1.802 1.965
H7 -4.645 -0.983 -2.594
H8 -4.198 0.386 -4.596
H9 -1.911 1.335 -4.915
H10 -0.204 0.920 -3.151
C17 3.678 3.097 -1.113
Sb1 1.701 2.358 -1.612
C18 1.807 2.904 -3.715
C19 0.643 4.248 -1.030
C20 0.830 4.527 0.384
C21 1.953 5.268 0.775
C22 2.177 5.607 2.090
C23 1.279 5.186 3.070
C24 0.186 4.424 2.715
C25 -0.074 4.087 1.383
C26 -1.300 3.343 1.080
Sb2 -1.083 1.117 1.135
C27 -3.207 0.870 1.488
C28 -0.611 1.046 3.252
H11 3.852 4.030 -1.644
H12 4.428 2.373 -1.419
H13 3.767 3.270 -0.044
H14 2.614 3.615 -3.862
H15 0.869 3.352 -4.033
H16 2.006 2.026 -4.324
H17 -0.387 4.099 -1.328
H18 1.121 4.988 -1.661
H19 2.636 5.613 0.013
H20 3.033 6.207 2.360
H21 1.430 5.470 4.101
H22 -0.516 4.115 3.476
H23 -1.711 3.569 0.101
H24 -2.057 3.525 1.839
H25 -3.531 1.592 2.234
H26 -3.407 -0.130 1.860
H27 -3.771 1.030 0.575
H28 -1.370 1.593 3.804
H29 0.360 1.492 3.450
H30 -0.602 0.014 3.592
Se1 3.197 -1.788 -1.909
Se2 2.344 -3.585 -0.697
C29 0.844 -3.933 -1.856
C30 0.663 -5.218 -2.342
C31 -0.355 -5.436 -3.254
C32 -1.109 -4.347 -3.666
C33 -0.844 -3.104 -3.121
N4 0.098 -2.887 -2.202
C34 3.590 -0.663 -0.374
C35 4.888 -0.542 0.104
C36 5.093 0.240 1.231
C37 4.004 0.881 1.808
C38 2.754 0.711 1.240
N5 2.541 -0.056 0.171
H31 1.325 -6.008 -2.019
H32 -0.535 -6.421 -3.655
H33 -1.886 -4.446 -4.404
H34 -1.404 -2.245 -3.455
H35 5.701 -1.054 -0.388
H36 6.082 0.348 1.650
H37 4.124 1.503 2.681
H38 1.884 1.211 1.647

Mulliken atomic charge list, values in e, 2 entries: number 1, Fe, carries 1.11; number 2, O, carries -0.40

Record 3
C38H38O6S | the ωB97M-V functional and the def2-TZVPD basis

Calculated values
Orbital gap in eV: 8.297
SMILES: O=C1c2ccccc2C(=O)c2ccccc21.O=C1c2ccccc2C(=O)c2ccccc21.CCCCCCCOCCOCS
LUMO in eV: -1.1

Positions of all 83 atoms, in Å:
O1 -2.494 -2.301 -3.058
C1 -1.397 -2.527 -2.585
C2 -1.028 -2.008 -1.245
C3 -1.958 -1.273 -0.515
C4 -1.638 -0.816 0.754
C5 -0.388 -1.092 1.301
C6 0.549 -1.809 0.571
C7 0.234 -2.264 -0.707
C8 1.248 -3.015 -1.486
O2 2.367 -3.194 -1.040
C9 0.874 -3.550 -2.816
C10 1.805 -4.288 -3.544
C11 1.455 -4.822 -4.775
C12 0.175 -4.623 -5.285
C13 -0.751 -3.877 -4.569
C14 -0.403 -3.334 -3.335
H1 -2.933 -1.060 -0.934
H2 -2.364 -0.249 1.322
H3 -0.143 -0.745 2.297
H4 1.522 -2.016 0.998
H5 2.799 -4.449 -3.148
H6 2.179 -5.399 -5.338
H7 -0.100 -5.048 -6.242
H8 -1.744 -3.721 -4.970
O3 4.844 -2.779 2.749
C15 5.271 -3.918 2.770
C16 6.434 -4.273 3.621
C17 7.026 -3.294 4.416
C18 8.089 -3.623 5.244
C19 8.565 -4.930 5.283
C20 7.990 -5.905 4.481
C21 6.927 -5.578 3.643
C22 6.332 -6.625 2.776
O4 6.796 -7.749 2.756
C23 5.157 -6.276 1.942
C24 4.564 -7.255 1.151
C25 3.444 -6.948 0.391
C26 2.912 -5.662 0.418
C27 3.509 -4.678 1.194
C28 4.635 -4.981 1.955
H9 6.654 -2.278 4.391
H10 8.545 -2.861 5.864
H11 9.387 -5.188 5.939
H12 8.366 -6.919 4.509
H13 4.973 -8.258 1.131
H14 2.982 -7.713 -0.220
H15 2.034 -5.428 -0.168
H16 3.095 -3.681 1.209
C29 -4.260 3.900 3.214
C30 -5.122 3.576 1.923
C31 -5.023 4.815 0.981
C32 -5.790 4.661 -0.367
C33 -5.751 5.981 -1.244
C34 -4.787 7.087 -0.721
C35 -4.623 8.280 -1.732
O5 -3.917 7.895 -2.901
C36 -2.532 7.678 -2.636
C37 -2.221 6.193 -2.991
O6 -2.248 5.323 -1.853
C38 -1.157 4.402 -1.885
S1 -1.638 2.908 -0.903
H17 -4.931 4.298 3.999
H18 -3.523 4.676 2.908
H19 -3.668 3.030 3.550
H20 -4.760 2.646 1.426
H21 -6.174 3.362 2.216
H22 -3.943 4.955 0.759
H23 -5.442 5.679 1.539
H24 -5.339 3.806 -0.921
H25 -6.857 4.391 -0.215
H26 -6.775 6.417 -1.213
H27 -5.466 5.758 -2.291
H28 -3.766 6.698 -0.521
H29 -5.118 7.544 0.239
H30 -4.118 9.099 -1.164
H31 -5.609 8.666 -2.069
H32 -1.954 8.318 -3.338
H33 -2.264 7.931 -1.587
H34 -3.011 5.845 -3.693
H35 -1.242 6.118 -3.517
H36 -0.258 4.895 -1.460
H37 -0.978 4.051 -2.918
H38 -2.131 3.397 0.289

Mulliken atomic charge list, values in e, 2 entries: number 1, O, carries -0.68; number 2, C, carries 0.58

Record 4
C38H39AgN3O4S2 | the ωB97M-V functional and the def2-TZVPD basis

Calculated values
Net charge: +1
Orbital gap in eV: 4.347
LUMO in eV: -5.4

Positions of all 87 atoms, in Å:
C1 5.617 -2.729 5.031
C2 6.931 -2.039 4.266
O1 7.777 -2.918 3.675
N1 7.177 -0.523 4.249
C3 8.257 -0.166 3.231
C4 7.597 -0.319 1.707
C5 8.553 0.322 0.536
C6 8.174 -0.135 -0.992
C7 6.614 0.138 -1.429
C8 5.777 1.320 -0.653
C9 4.204 1.706 -0.954
C10 3.388 0.847 -2.091
C11 4.217 -0.329 -2.895
C12 5.809 -0.713 -2.615
C13 6.561 -1.904 -3.490
C14 6.712 -3.327 -2.673
N2 6.847 -4.431 -3.731
C15 1.800 1.233 -2.352
O2 1.080 0.651 -3.320
C16 1.078 2.371 -1.371
C17 -0.543 2.705 -1.462
C18 -1.221 3.854 -0.458
C19 -2.853 4.175 -0.499
C20 -3.780 2.830 -0.709
C21 -4.966 2.675 0.413
S1 -6.724 2.785 -0.330
C22 -7.637 1.390 0.592
S2 -7.327 1.345 2.298
N3 -8.586 0.407 -0.053
C23 -7.977 -0.332 -1.222
C24 -6.384 -0.462 -1.585
C25 -5.959 -1.342 -2.933
C26 -7.015 -2.134 -3.908
C27 -8.614 -2.040 -3.518
C28 -9.045 -1.137 -2.219
C29 -9.037 -0.686 0.908
C30 -8.025 -1.946 1.336
C31 -8.432 -3.159 2.361
C32 -9.983 -3.133 2.963
C33 -11.003 -1.911 2.537
C34 -10.583 -0.671 1.524
C35 -0.326 4.734 0.632
O3 -0.888 5.779 1.520
C36 1.279 4.402 0.729
C37 1.923 3.244 -0.237
C38 3.530 2.943 -0.093
O4 4.351 3.677 0.688
H1 5.938 -3.370 5.963
H2 4.792 -1.943 5.306
H3 5.133 -3.497 4.260
H4 6.256 -0.099 3.965
H5 9.245 -0.782 3.355
H6 8.480 0.993 3.404
H7 7.379 -1.471 1.533
H8 6.527 0.197 1.791
H9 8.547 1.508 0.642
H10 9.650 -0.054 0.747
H11 8.900 0.417 -1.734
H12 8.358 -1.294 -1.103
H13 6.327 1.966 0.178
H14 3.661 -0.960 -3.724
H15 5.847 -2.121 -4.414
H16 7.635 -1.565 -3.810
H17 7.766 -3.291 -2.121
H18 5.813 -3.520 -1.940
H19 7.299 -5.283 -3.316
H20 7.540 -4.017 -4.420
H21 -1.234 2.125 -2.219
H22 -3.074 4.993 -1.309
H23 -3.095 4.649 0.570
H24 -3.077 1.868 -0.630
H25 -4.186 2.853 -1.806
H26 -4.798 1.611 0.926
H27 -4.824 3.456 1.305
H28 -5.571 0.086 -0.911
H29 -4.810 -1.417 -3.232
H30 -6.736 -2.776 -4.851
H31 -9.462 -2.581 -4.115
H32 -10.208 -1.092 -1.960
H33 -6.941 -1.887 0.862
H34 -7.631 -3.980 2.624
H35 -10.280 -4.030 3.673
H36 -12.098 -1.930 2.950
H37 -11.386 0.163 1.251
H38 -0.568 5.651 2.472
H39 1.934 4.988 1.522
Ag1 -11.398 -1.612 4.912

Mulliken atomic charge list, values in e, 2 entries: number 1, C, carries -0.79; number 2, C, carries 0.51

Record 5
C38H39BrF5HfN4OPSe | the ωB97M-V functional and the def2-TZVPD basis

Calculated values
Net charge: +2
Orbital gap in eV: 5.443
Energy relative to the best compared isomer or geometry (same formula, charge and spin) in eV: 3.8189
LUMO in eV: -6.5

Positions of all 91 atoms, in Å:
Hf1 14.069 11.580 13.272
C1 17.139 12.264 13.037
C2 16.636 12.835 11.746
N1 15.112 12.697 11.608
C3 14.408 13.914 11.219
C4 13.544 14.485 12.363
N2 13.470 13.707 13.641
C5 14.372 14.259 14.726
C6 15.884 13.842 14.393
N3 16.043 12.414 14.099
H1 18.078 12.800 13.295
H2 17.380 11.183 12.993
H3 17.212 12.392 10.892
H4 16.871 13.883 11.737
H5 15.097 12.038 10.766
H6 13.718 13.714 10.381
H7 15.094 14.696 10.928
H8 12.525 14.493 11.962
H9 13.820 15.528 12.542
H10 12.474 13.793 13.941
H11 14.003 13.832 15.663
H12 14.284 15.338 14.797
H13 16.505 14.016 15.239
H14 16.266 14.484 13.606
H15 16.365 11.969 14.969
O1 17.411 8.217 7.127
C7 16.662 9.168 7.828
C8 16.190 10.337 7.289
C9 15.493 11.141 8.165
N4 15.341 10.942 9.499
C10 15.691 9.734 9.942
Br1 15.263 9.320 11.893
C11 16.348 8.829 9.150
H16 17.206 8.305 6.186
H17 16.287 10.650 6.232
H18 15.212 12.136 7.897
H19 16.672 7.905 9.606
C12 6.320 11.931 13.369
C13 6.778 13.006 14.324
C14 5.730 13.777 14.860
C15 6.010 15.038 15.265
C16 7.367 15.423 15.488
C17 8.395 14.572 15.166
C18 8.130 13.314 14.614
P1 9.634 12.276 14.402
C19 8.939 10.585 14.674
C20 8.655 9.657 13.673
C21 7.872 8.504 13.928
C22 7.476 8.182 15.259
C23 7.861 9.039 16.244
C24 8.524 10.254 15.999
C25 8.870 11.080 17.192
C26 10.003 12.445 12.590
C27 9.143 13.256 11.781
C28 9.432 13.621 10.493
C29 10.621 13.082 9.960
C30 11.347 12.138 10.673
C31 11.081 11.802 12.015
C32 11.916 10.854 12.730
H20 5.514 12.238 12.760
H21 5.943 11.025 13.938
H22 7.095 11.573 12.678
H23 4.688 13.318 14.865
H24 5.213 15.751 15.411
H25 7.576 16.344 16.098
H26 9.426 14.763 15.447
H27 9.065 9.930 12.677
H28 7.609 7.884 13.108
H29 6.816 7.316 15.489
H30 7.498 8.974 17.260
H31 9.901 10.868 17.427
H32 8.314 10.748 18.070
H33 8.822 12.215 17.023
H34 8.268 13.644 12.283
H35 8.718 14.136 9.913
H36 10.830 13.140 8.902
H37 12.249 11.708 10.165
H38 12.480 10.167 12.070
H39 11.436 10.213 13.498
F1 13.622 5.256 17.327
C33 13.255 6.505 17.000
C34 13.281 6.841 15.616
F2 13.656 5.911 14.748
C35 13.258 8.164 15.186
F3 13.426 8.445 13.854
C36 13.154 9.194 16.139
Se1 13.926 10.912 15.889
C37 12.929 8.786 17.481
F4 12.488 9.754 18.319
C38 13.044 7.492 17.938
F5 13.217 7.083 19.227

Mulliken atomic charge list, values in e, 2 entries: number 1, Hf, carries 0.31; number 2, C, carries -0.76